# 1
{
  "formula": "C36H40As2F4GeN2O8Pd",
  "method": "ωB97M-V with the def2-TZVPD basis set",
  "relative_energy_kcal_mol": 79.6,
  "total_charge": 0,
  "largest_force_ha_per_bohr": 0.032,
  "symbols": ["Pd", "C", "N", "C", "C", "C", "N", "C", "C", "F", "C", "F", "C", "C", "F", "C", "F", "H", "H", "H", "H", "H", "H", "H", "H", "H", "H", "H", "Ge", "C", "C", "C", "C", "C", "C", "C", "C", "C", "C", "C", "C", "H", "H", "H", "H", "H", "H", "H", "H", "H", "H", "H", "C", "O", "C", "O", "C", "C", "As", "C", "C", "C", "As", "C", "C", "O", "O", "C", "C", "O", "O", "C", "C", "O", "O", "C", "H", "H", "H", "H", "H", "H", "H", "H", "H", "H", "H", "H", "H", "H", "H", "H", "H", "H"],
  "xyz": [[1.0135, -1.1939, -0.5136], [1.8524, -2.8160, -2.7905], [1.4939, -1.4398, -2.4655], [0.4104, -0.9955, -3.3364], [2.6589, -0.5500, -2.6414], [3.7431, -0.8064, -1.5921], [3.0681, -0.7047, -0.3268], [3.6075, -1.0336, 0.8399], [2.7583, -1.0259, 1.9813], [1.4114, -0.7896, 1.7183], [3.1897, -1.2867, 3.2582], [2.3219, -1.2719, 4.2825], [4.5234, -1.5815, 3.5029], [5.3822, -1.6239, 2.4135], [6.6767, -1.9268, 2.6250], [4.9568, -1.3717, 1.1249], [5.8531, -1.4555, 0.1038], [2.2577, -2.8750, -3.8095], [0.9689, -3.4516, -2.7171], [2.5971, -3.1932, -2.0864], [0.7446, -0.9443, -4.3808], [0.0528, -0.0114, -3.0158], [-0.4316, -1.6844, -3.2562], [2.3140, 0.4879, -2.5203], [3.0687, -0.6700, -3.6555], [4.5356, -0.0498, -1.7005], [4.2152, -1.7892, -1.7376], [4.8748, -1.7788, 4.4993], [-0.9502, -2.4667, -0.4963], [-2.0897, -2.5629, 1.1151], [-1.5738, -2.2668, 2.3700], [-2.3775, -2.3182, 3.4959], [-3.7149, -2.6592, 3.3751], [-4.2396, -2.9599, 2.1275], [-3.4276, -2.9211, 1.0080], [0.1992, -4.1125, -0.3739], [1.3452, -4.0430, 0.4160], [2.2679, -5.0738, 0.4405], [2.0556, -6.2035, -0.3337], [0.9234, -6.2911, -1.1258], [0.0120, -5.2493, -1.1493], [-1.9093, -2.9385, -1.6037], [-0.5386, -1.9715, 2.4701], [-1.9638, -2.0715, 4.4634], [-4.3500, -2.6819, 4.2509], [-5.2878, -3.2104, 2.0286], [-3.8248, -3.1438, 0.0250], [1.4918, -3.1826, 1.0704], [3.1500, -4.9989, 1.0628], [2.7695, -7.0143, -0.3182], [0.7553, -7.1721, -1.7307], [-0.8697, -5.3098, -1.7748], [0.0687, 4.5485, 3.0091], [-0.3196, 3.2277, 3.3279], [-0.6969, 2.3750, 2.3852], [-0.8148, 1.2027, 2.6539], [-0.9163, 2.7591, 0.9625], [-1.8927, 3.5514, 0.5259], [-2.5382, 3.9152, -1.3445], [-4.4900, 3.6537, -1.1346], [-1.7144, 2.1965, -1.7318], [-0.3604, 2.3060, -1.6273], [0.2026, 1.3782, 0.0152], [1.9372, 2.1839, 0.4448], [0.2276, 3.6226, -1.9434], [0.5707, 4.3916, -1.0669], [0.3789, 3.9802, -3.2214], [-0.0121, 3.0881, -4.2484], [-2.3431, 0.9472, -1.2686], [-1.9752, -0.1636, -1.5982], [-3.3815, 1.2138, -0.4826], [-4.0564, 0.1268, 0.1253], [-2.7812, 4.2766, 1.4647], [-3.5755, 3.7098, 2.1658], [-2.7244, 5.6196, 1.4769], [-1.7982, 6.3254, 0.6693], [-0.7911, 5.2197, 3.0519], [0.5414, 4.5914, 2.0238], [0.7868, 4.8417, 3.7737], [-4.9832, 4.6194, -1.2588], [-4.7532, 3.2553, -0.1600], [-4.8619, 2.9838, -1.9074], [1.9769, 3.2438, 0.2036], [2.7218, 1.6459, -0.0885], [2.0979, 2.0443, 1.5171], [0.3326, 3.5385, -5.1781], [-1.0997, 2.9680, -4.2777], [0.4499, 2.1042, -4.1186], [-4.8874, 0.5567, 0.6787], [-3.3821, -0.3991, 0.8018], [-4.4137, -0.5702, -0.6338], [-1.5548, 7.2387, 1.2108], [-2.2596, 6.5886, -0.2917], [-0.8858, 5.7544, 0.4780]],
  "forces_ev_per_a": [[0.33, 0.64, 0.80], [0.21, -0.63, -0.16], [-0.09, -0.14, -0.64], [-0.51, 0.31, -0.40], [0.84, 0.41, 0.02], [0.01, -0.09, -0.14], [-0.60, 0.14, -0.43], [0.44, -0.04, 0.79], [0.05, -0.07, -0.35], [0.52, -0.12, 0.91], [0.09, -0.05, 0.02], [0.01, 0.03, -0.21], [-0.02, 0.04, -0.23], [-0.12, -0.01, 0.19], [-0.20, 0.06, -0.13], [-0.14, 0.03, -0.16], [-0.17, 0.09, 0.29], [-0.04, 0.06, 0.01], [0.17, 0.13, -0.04], [-0.14, 0.03, -0.09], [0.07, -0.06, -0.01], [0.13, -0.23, -0.09], [0.12, 0.08, -0.06], [-0.02, -0.26, -0.08], [-0.16, 0.01, 0.04], [-0.11, -0.13, -0.14], [-0.04, 0.16, -0.12], [0.05, -0.04, 0.13], [-0.41, -1.57, 0.30], [0.42, 0.32, -0.30], [0.11, 0.08, 0.00], [-0.03, 0.01, 0.13], [-0.03, 0.03, 0.09], [-0.19, -0.08, 0.01], [0.09, -0.05, -0.19], [-0.16, 0.41, 0.17], [-0.10, 0.02, 0.37], [0.17, -0.03, 0.08], [0.13, -0.04, -0.02], [-0.01, -0.15, -0.12], [-0.23, 0.10, 0.01], [-0.04, 0.30, -0.34], [0.06, 0.05, 0.08], [0.02, 0.01, 0.06], [-0.02, 0.00, 0.01], [-0.03, -0.06, 0.00], [-0.16, -0.05, 0.00], [0.11, -0.17, -0.07], [0.04, 0.00, 0.05], [0.06, -0.06, 0.00], [-0.02, -0.06, -0.02], [-0.06, -0.11, -0.10], [0.16, 0.51, -0.18], [-0.06, -0.21, 0.29], [-0.24, -0.50, 0.39], [0.00, 0.18, 0.14], [-0.20, -0.03, -0.20], [0.07, -0.03, 0.08], [-0.12, 0.08, -0.35], [0.07, 0.10, 0.09], [0.88, 0.10, 0.01], [-0.98, -0.12, -0.20], [0.26, 0.25, -0.14], [0.08, 0.24, -0.08], [0.59, 1.02, 0.57], [0.03, -0.25, -0.70], [0.17, 0.21, 0.27], [-0.20, -0.39, -0.51], [-0.52, -0.72, -0.04], [-0.56, 0.61, 0.07], [0.29, 0.14, -0.27], [-0.12, -0.57, 0.27], [-0.22, -0.11, 0.54], [0.05, 0.06, 0.01], [-0.42, -0.12, 0.22], [0.39, 0.38, -0.45], [0.07, -0.03, -0.02], [-0.04, 0.08, 0.08], [-0.03, 0.01, -0.09], [0.20, 0.03, -0.05], [0.09, -0.08, 0.04], [0.12, -0.06, -0.03], [-0.10, -0.07, 0.06], [-0.14, -0.08, 0.10], [-0.03, -0.09, -0.03], [-0.02, -0.06, 0.09], [0.18, 0.03, -0.03], [-0.04, 0.11, -0.05], [0.04, 0.00, -0.02], [-0.10, 0.12, -0.03], [0.00, 0.01, 0.03], [0.00, -0.05, -0.04], [0.12, -0.01, 0.25], [-0.10, 0.07, 0.02]],
  "lowdin_charge": [0.637, -0.072, -0.384, -0.108, -0.188, -0.225, -0.105, -0.210, -0.140, -0.071, -0.228, 0.093, 0.048, -0.220, 0.085, -0.130, 0.064, 0.106, 0.075, 0.092, 0.101, 0.053, 0.067, 0.113, 0.130, 0.125, 0.113, 0.127, 0.866, -0.354, -0.112, -0.075, -0.089, -0.096, -0.160, -0.364, -0.150, -0.085, -0.095, -0.094, -0.146, -0.013, 0.081, 0.106, 0.100, 0.100, 0.091, 0.072, 0.104, 0.099, 0.099, 0.091, -0.029, 0.014, -0.551, 0.093, -0.227, -0.263, 1.385, -0.264, -0.322, -0.315, 1.360, -0.235, -0.596, 0.056, -0.014, -0.054, -0.568, -0.022, -0.095, -0.003, -0.561, 0.149, -0.035, -0.090, 0.094, 0.094, 0.104, 0.026, 0.022, 0.033, 0.020, 0.015, 0.045, 0.100, 0.091, 0.083, 0.107, 0.083, 0.104, 0.102, 0.078, 0.067]
}

***

# 2
{
  "formula": "C4H8N2",
  "method": "ωB97M-V with the def2-TZVPD basis set",
  "relative_energy_kcal_mol": 60.1,
  "total_charge": 0,
  "largest_force_ha_per_bohr": 0.038,
  "symbols": ["C", "C", "C", "C", "H", "H", "H", "H", "H", "H", "H", "H", "N", "N"],
  "xyz": [[0.3760, 1.0737, 0.8104], [-0.7024, -1.0167, 0.6632], [-0.1750, -1.1705, -0.7398], [0.8953, 0.9118, -0.5909], [0.3462, 2.1304, 1.0172], [1.0959, 0.5555, 1.4991], [-1.6258, 0.7250, 0.4417], [0.0911, -1.3915, 1.3802], [-1.5969, -1.6287, 0.7227], [-0.3112, -2.1027, -1.2373], [0.8259, -0.2718, -2.1831], [1.5984, 1.6290, -0.9936], [-0.8930, 0.3819, 1.0324], [0.4949, -0.1583, -1.2473]],
  "forces_ev_per_a": [[0.96, -1.19, -0.10], [1.87, -0.47, 0.23], [-1.01, -0.30, 0.86], [-0.09, 1.12, 0.45], [-0.27, 0.30, 0.49], [-0.47, 0.81, -0.15], [-0.27, 0.63, -0.32], [-1.08, -0.07, -0.45], [-0.22, 0.18, 0.50], [0.00, -0.05, -0.80], [0.18, 0.01, -0.57], [-0.34, -0.25, -0.47], [-0.24, -0.23, 0.28], [0.99, -0.47, 0.05]],
  "nbo_charge": [-0.264, -0.262, -0.218, -0.217, 0.211, 0.185, 0.350, 0.181, 0.210, 0.194, 0.413, 0.196, -0.605, -0.374]
}